DFT (ωB97M-V/def2-TZVPD) results for an isolated ion of composition C23H33BrClFN3O4 and charge +1.

Its SMILES is CCN(CC[C@]1(Cl)[NH2+][C@@H]([C@H](C)F)CO[C@]1(CCC(=O)Nc1ccccc1)CC(=O)Br)C(C)=O. Its net charge is +1. The calculation puts the total energy at -122322.31357 eV. Its multiplicity is 1. The max |F| is 0.0140 Eh/bohr. The value obtained for the HOMO-LUMO gap is 0.290 hartree. The calculation puts the highest occupied orbital energy at -11.02 eV.

XYZ file:
```
66
Properties=species:S:1:pos:R:3:forces:R:3:mulliken_charge:R:1
C 3.42803 -2.43783 0.73367 -0.310 -0.218 0.218 -0.93
C 2.16375 -3.27796 0.50769 0.526 0.307 -0.009 -0.73
N 1.14035 -2.56636 -0.29826 -0.692 0.004 -0.023 0.60
C 0.01472 -2.14096 0.53729 0.255 -0.364 0.137 -1.57
C -1.16317 -1.61846 -0.29820 -0.457 -0.268 0.214 -1.63
C -1.89405 -0.40028 0.26212 0.232 -0.129 0.057 0.59
Cl -2.17155 -0.66320 1.99985 -0.051 0.181 0.053 -0.05
N -3.30036 -0.43282 -0.34917 -0.021 -0.096 0.047 -0.06
C -4.12628 0.83376 -0.26653 -0.419 0.085 0.161 0.33
C -5.49909 0.45487 0.29984 -0.147 0.083 -0.225 0.03
C -6.41203 1.64576 0.52458 0.427 -0.008 0.336 -1.42
F -5.27739 -0.22583 1.49811 -0.079 -0.048 -0.119 -0.33
C -3.43525 1.88372 0.59637 -0.232 0.059 0.134 -1.51
O -2.05563 2.05316 0.36543 -0.081 -0.107 0.186 -0.37
C -1.26632 0.96196 -0.07499 0.134 0.022 -0.590 2.07
C 0.13777 1.19850 0.49549 -0.284 0.335 0.573 -2.15
C 0.21020 1.41789 2.02160 0.212 -0.500 -0.442 0.03
C 1.46610 2.17653 2.38604 -0.114 0.009 -0.164 -0.51
O 1.44021 3.32607 2.73250 -0.009 0.038 0.266 -0.55
N 2.66910 1.40847 2.35617 0.215 0.504 0.080 -0.21
C 3.43036 1.46606 1.12772 0.028 -0.298 -0.152 0.38
C 3.19429 2.40077 0.12248 0.058 -0.076 -0.085 -0.37
C 3.98506 2.40004 -1.02372 0.171 -0.202 0.082 -0.59
C 5.02181 1.48518 -1.16490 -0.151 -0.015 0.171 -0.62
C 5.25967 0.55323 -0.15639 -0.143 0.282 -0.084 -0.49
C 4.46462 0.54298 0.98134 0.128 0.210 -0.080 -0.42
C -1.19013 1.11841 -1.64685 -0.179 0.143 0.076 -1.77
C 0.17355 0.94100 -2.28060 0.150 0.200 -0.108 0.05
O 0.81299 -0.05030 -2.29374 -0.004 -0.230 -0.018 -0.29
Br 0.81902 2.54238 -3.16540 -0.038 -0.030 0.039 -0.11
C 0.68749 -3.40524 -1.37353 0.335 -0.102 0.105 0.51
C 1.43533 -3.24787 -2.66485 0.581 -0.150 0.229 -1.20
O -0.24700 -4.15505 -1.23894 -0.394 0.198 -0.127 -0.55
H 3.48363 -1.63950 -0.00290 0.107 -0.147 -0.060 0.12
H 4.31962 -3.06175 0.69322 0.070 0.046 -0.109 0.35
H 3.41354 -1.98182 1.72515 -0.070 0.062 -0.086 0.35
H 2.40892 -4.22969 0.03342 0.005 0.068 -0.130 0.55
H 1.73037 -3.53945 1.47594 -0.122 -0.121 -0.072 0.34
H -0.35443 -2.98163 1.13522 -0.047 0.052 0.054 0.41
H 0.39054 -1.40297 1.24635 0.002 0.072 -0.095 0.76
H -1.90248 -2.42642 -0.30138 0.038 -0.022 -0.159 0.43
H -0.88610 -1.45337 -1.33960 0.153 0.184 0.061 0.74
H -3.80112 -1.17481 0.15185 0.040 0.010 0.098 0.62
H -3.21184 -0.75007 -1.31501 -0.019 0.059 -0.036 0.61
H -4.32712 1.18866 -1.27843 0.439 -0.014 -0.085 0.34
H -5.97696 -0.25609 -0.38219 0.075 -0.085 0.036 0.47
H -6.18725 2.06246 1.50790 -0.070 0.031 -0.014 0.41
H -6.22432 2.43098 -0.20675 -0.191 -0.065 -0.149 0.38
H -7.45335 1.34210 0.50437 -0.036 0.050 -0.032 0.35
H -3.63287 1.66616 1.64875 0.146 -0.083 -0.005 0.45
H -3.90297 2.84309 0.37696 0.028 0.002 -0.015 0.45
H 0.43866 2.13954 0.02826 0.149 -0.135 -0.161 0.77
H 0.82645 0.40565 0.21099 0.029 0.109 -0.274 0.27
H 0.28415 0.44295 2.50279 -0.143 0.105 0.187 0.34
H -0.65192 1.96725 2.38558 0.009 0.082 0.007 0.47
H 3.25586 1.80692 3.08707 0.048 -0.088 0.006 0.37
H 2.42103 3.15148 0.22868 0.038 0.024 0.082 0.44
H 3.81348 3.13026 -1.80344 -0.065 0.027 0.047 0.53
H 5.64673 1.50694 -2.04770 -0.018 -0.031 -0.001 0.43
H 6.06126 -0.16386 -0.27394 0.011 -0.016 0.094 0.42
H 4.64126 -0.17523 1.77180 0.006 0.077 -0.032 0.53
H -1.84472 0.43335 -2.19237 0.018 -0.042 -0.023 0.25
H -1.54215 2.12320 -1.85974 0.024 0.006 0.047 0.95
H 0.81849 -2.68500 -3.36533 -0.075 -0.065 -0.011 0.28
H 2.35429 -2.68445 -2.51367 -0.032 0.031 0.005 0.24
H 1.67513 -4.22342 -3.08406 -0.194 -0.001 -0.112 0.45
```
Positions in Å, forces in eV/Å.

DFT (ωB97M-V/def2-TZVPD) results for C23H33BrN7OPtS2 as an isolated structure.

Its net charge is +1. The calculation puts the total energy at -131818.52506 eV. Its multiplicity is 1. The max |F| is 0.0070 Eh/bohr. The value obtained for the HOMO-LUMO gap is 0.218 hartree. The calculation puts the highest occupied orbital energy at -9.30 eV.

XYZ file:
```
68
Properties=species:S:1:pos:R:3:forces:R:3:mulliken_charge:R:1
Pt 0.39744 -0.66866 0.02718 -0.040 -0.095 0.170 0.54
Br 6.95861 -3.15840 1.87922 -0.012 0.005 -0.001 -0.16
C 5.34283 -2.19432 1.76961 0.002 -0.018 -0.006 0.03
C 4.17335 -2.85307 1.41842 0.024 -0.003 -0.001 -0.79
C 2.99026 -2.14243 1.32474 -0.045 -0.010 0.066 -0.23
C 2.96901 -0.78129 1.60404 0.076 -0.004 -0.006 0.26
C 4.14907 -0.12552 1.93567 0.021 0.015 -0.070 -0.25
C 5.33858 -0.83227 2.01968 -0.001 0.007 0.000 -0.82
N 1.72616 -0.06567 1.51475 -0.065 0.008 -0.168 -0.24
C 1.51662 0.87406 2.35748 -0.016 0.010 0.095 -0.06
C 0.34986 1.76005 2.38142 -0.048 0.001 -0.040 0.36
C 0.25519 2.72316 3.37792 0.028 -0.003 -0.013 -1.13
C -0.84943 3.56374 3.37250 -0.021 0.012 -0.008 -0.38
C -1.79789 3.40665 2.37940 0.002 0.010 -0.006 -0.89
C -1.61334 2.41016 1.42142 0.071 0.029 -0.005 -0.23
N -0.56587 1.60420 1.42521 -0.055 0.030 0.028 0.15
H 4.19130 -3.91306 1.20787 0.002 -0.003 0.004 0.45
H 2.07608 -2.64111 1.02987 0.016 0.010 -0.003 0.37
H 4.16348 0.94650 2.08391 -0.013 0.005 -0.003 0.57
H 6.25935 -0.32092 2.26212 -0.001 0.002 0.000 0.43
H 2.25743 1.03825 3.13686 0.004 0.006 0.010 0.62
H 1.02745 2.82018 4.13014 0.006 -0.008 -0.003 0.47
H -0.95862 4.33148 4.12625 0.000 0.000 0.001 0.45
H -2.66706 4.04798 2.33184 0.002 0.002 -0.002 0.41
H -2.31366 2.26219 0.60691 -0.019 0.012 0.018 0.51
C -2.67313 -4.97045 1.70618 -0.029 0.023 -0.012 -1.19
N -1.95196 -3.74832 2.04577 0.037 -0.038 0.005 0.15
C -1.67532 -3.47222 3.44838 0.013 -0.004 -0.004 -1.17
C -1.41090 -2.93644 1.10805 -0.036 0.030 0.027 0.45
N -0.58676 -1.97641 1.37333 -0.021 0.052 0.020 -0.53
N -1.81873 -3.19410 -0.19425 0.064 -0.039 -0.004 -0.06
C -1.68387 -2.37485 -1.30176 -0.129 0.112 0.026 0.71
N -2.47319 -2.71232 -2.34677 0.041 -0.030 -0.025 -0.39
N -0.88939 -1.37047 -1.34171 0.150 -0.076 -0.217 0.08
H -2.66403 -5.62761 2.57023 -0.016 0.011 0.005 0.40
H -2.18005 -5.51520 0.89968 0.011 -0.007 0.006 0.44
H -3.71664 -4.77547 1.44399 0.003 -0.002 -0.016 0.33
H -2.32225 -4.09421 4.05880 0.010 -0.008 -0.001 0.37
H -1.90249 -2.43251 3.68926 0.000 0.002 -0.003 0.43
H -0.63597 -3.68978 3.70961 0.004 0.007 0.007 0.36
H -0.40754 -1.86914 2.36083 0.052 -0.030 0.001 0.07
H -2.51491 -3.91200 -0.28853 0.007 -0.022 -0.002 0.19
H -3.13560 -3.46417 -2.30720 -0.040 0.037 0.015 0.16
H -2.47226 -2.13255 -3.16883 -0.004 -0.037 0.005 0.20
H -0.95411 -0.79843 -2.18446 -0.059 -0.077 0.127 -0.43
C 3.24884 1.07367 -2.43007 0.063 -0.083 -0.025 -1.71
C 2.06937 0.08126 -2.41312 -0.230 0.032 -0.168 3.18
C 2.57778 -1.35376 -2.28033 0.003 -0.028 0.003 -1.69
C 1.29837 0.22227 -3.75413 0.149 -0.001 0.106 -1.63
C 1.17533 0.50020 -1.30108 -0.342 0.062 0.006 -1.86
H 3.91647 0.81407 -3.25411 0.001 -0.023 0.019 0.46
H 3.82676 1.01777 -1.50417 -0.013 0.018 0.008 0.35
H 2.89097 2.09005 -2.57556 -0.002 0.038 0.025 0.32
H 3.15429 -1.62285 -3.16694 0.026 0.011 0.006 0.46
H 1.75109 -2.05899 -2.18072 0.014 -0.014 -0.027 0.31
H 3.22653 -1.46410 -1.40954 -0.019 -0.009 0.018 0.30
H 1.98263 -0.08654 -4.54677 -0.017 0.062 -0.041 0.49
H 0.97489 1.24849 -3.91150 -0.036 0.003 -0.004 0.29
H 0.42846 -0.43487 -3.78205 0.025 0.012 -0.031 0.28
H 1.03763 1.58157 -1.22351 0.193 0.017 0.075 0.74
C -3.32988 3.72872 -2.16215 -0.079 0.015 0.043 -0.68
O -1.94714 4.07204 -2.14811 -0.012 0.009 -0.170 -0.32
C -0.99508 3.13043 -2.23878 -0.080 0.091 0.214 0.53
S 0.55167 3.70837 -2.40596 0.006 -0.017 0.010 -0.37
S -1.47421 1.48842 -2.07947 0.336 -0.110 -0.061 -0.37
H -3.84919 4.64015 -2.44636 0.003 0.006 0.015 0.27
H -3.66218 3.41257 -1.17144 0.029 -0.036 -0.009 0.25
H -3.53636 2.93362 -2.87546 0.005 0.024 -0.030 0.36
```
Positions in Å, forces in eV/Å.

DFT (ωB97M-V/def2-TZVPD) results for C23H33CaCl2N4O4 as an isolated structure.

Its net charge is -1. The calculation puts the total energy at -82022.98610 eV. Its multiplicity is 1. The max |F| is 0.0882 Eh/bohr. The value obtained for the HOMO-LUMO gap (alpha / beta) is 0.204 / 0.070 hartree. The calculation puts the highest occupied orbital energy (alpha / beta) at -4.03 / -0.38 eV.

XYZ file:
```
67
Properties=species:S:1:pos:R:3:forces:R:3:mulliken_charge:R:1
O -0.49266 -3.14838 0.89846 1.583 1.792 1.089 -0.40
C -1.37432 -3.97676 0.70025 -2.666 -3.671 0.096 -0.14
C -1.68973 -5.24868 1.45094 0.672 3.168 -1.622 0.41
C -0.99538 -5.57619 2.62787 0.118 -1.099 0.968 -0.61
H -0.24285 -4.86884 3.00842 -0.373 -0.474 -0.131 0.33
C -1.27341 -6.80717 3.23809 0.528 0.568 -0.554 -0.22
H -0.69683 -7.09691 4.11512 -0.120 -0.031 -0.035 0.32
C -2.20575 -7.70777 2.68594 -0.171 -0.255 0.730 -0.64
H -2.36757 -8.69091 3.13544 0.085 0.315 -0.003 0.32
C -3.02358 -7.29753 1.62234 0.351 1.152 -0.997 -0.35
H -3.82785 -7.94407 1.25054 0.307 0.253 0.127 0.33
C -2.74978 -6.07011 0.99857 -0.641 -1.018 0.276 -0.49
H -3.34413 -5.70497 0.14968 0.195 -0.281 0.309 0.26
H -2.05814 -3.80847 -0.14822 -0.090 -0.199 0.036 0.18
C 0.70443 -3.24891 -2.81434 0.388 -0.467 1.244 -0.60
C 0.71072 -1.92080 -3.34561 -0.791 0.930 -0.623 -0.25
H 0.76608 -4.02245 -3.60442 -0.057 0.263 0.348 0.30
H -0.21067 -3.37811 -2.20256 0.178 -0.265 -0.270 0.06
H 1.54513 -3.37256 -2.09216 -0.458 -0.083 -0.500 0.24
C 0.46876 -0.80289 -3.97167 0.648 0.159 -0.253 0.43
C 1.28047 -0.49789 -5.23204 0.323 -0.157 -0.132 -1.16
H -0.23800 0.00300 -3.70307 0.125 -0.532 0.388 0.19
H 1.56768 -1.46476 -5.66675 -0.053 0.340 -0.202 0.33
H 2.22284 0.03310 -5.02390 -0.282 0.015 0.090 0.19
H 0.72297 0.10124 -5.96339 0.005 -0.172 0.093 0.34
Ca -0.17800 -0.53555 0.08801 0.278 -0.315 -0.214 0.79
Cl 1.99245 -1.62338 0.80625 0.986 0.327 0.179 -0.74
Cl -2.08935 -1.60224 -1.23152 -0.646 0.418 -0.545 -0.83
C 2.87244 1.11167 -0.99433 -1.427 -0.173 0.102 0.22
O 1.64144 1.25827 -0.86686 1.652 -0.177 0.056 -0.21
N 3.69435 2.08541 -1.44204 -0.190 0.467 -0.016 0.21
C 3.23389 3.44943 -1.60829 0.076 0.175 -0.156 -0.92
C 5.08160 1.86412 -1.78510 -0.135 -0.223 0.326 -0.94
H 3.38888 0.16616 -0.72962 -0.380 0.191 -0.180 0.19
H 2.19187 3.56007 -1.31560 0.053 -0.253 -0.050 0.19
H 3.35830 3.76934 -2.64985 -0.118 -0.056 0.072 0.31
H 3.84416 4.11895 -0.99199 -0.014 -0.051 0.012 0.32
H 5.29933 0.80559 -1.67495 0.109 -0.076 -0.034 0.30
H 5.73925 2.42929 -1.11521 0.004 -0.004 -0.119 0.34
H 5.27613 2.16403 -2.82108 -0.038 -0.038 0.125 0.30
H -3.15333 4.40951 -2.29814 0.182 0.010 -0.012 0.34
H -4.99137 3.49800 -0.85276 0.140 -0.162 -0.038 0.32
C -2.96301 3.38566 -2.63657 -0.021 0.314 0.046 -1.00
C -4.70969 2.50120 -1.21668 0.122 -0.332 0.018 -0.94
N -3.29678 2.46320 -1.57123 -0.338 0.413 -0.512 0.23
H -1.93357 3.29354 -2.96995 0.035 -0.174 0.186 0.28
C -2.46376 1.54696 -1.05769 0.982 -0.847 0.426 0.27
O -1.22996 1.46855 -1.21273 -1.602 0.556 0.166 -0.53
H -4.89135 1.77078 -0.42913 -0.106 0.041 -0.052 0.30
H -3.01139 0.79478 -0.44801 0.324 0.340 -0.143 0.20
H -3.63907 3.21739 -3.48066 0.127 -0.127 -0.029 0.33
H -5.34399 2.26325 -2.08549 0.219 0.012 0.219 0.34
N 1.86052 4.32266 5.90929 -0.255 0.136 -0.194 -0.35
C 1.03140 4.63078 4.86837 -0.042 0.629 -0.041 0.34
O 0.47795 5.71873 4.77731 0.325 -0.636 0.079 -0.62
C 0.83724 3.56082 3.82768 -0.519 -0.521 -0.200 0.96
C 1.06481 2.20350 4.08984 -0.218 0.124 -0.643 -0.77
C 0.72820 1.27496 3.08650 -0.425 0.103 0.321 -0.46
N 0.10558 1.60476 1.94212 1.329 0.287 -0.234 -0.07
C 0.03911 2.91731 1.63757 -0.361 -0.138 0.701 -0.20
C 0.31468 3.91629 2.57138 0.136 -0.203 0.191 -0.84
H 2.07424 5.04384 6.57368 -0.091 0.104 0.003 0.23
H 2.42111 3.49662 5.92394 0.096 -0.195 -0.108 0.18
H 1.39934 1.83969 5.06698 0.051 0.131 -0.514 0.27
H 0.95362 0.21424 3.22377 -0.296 0.220 0.007 0.40
H -0.27716 3.18836 0.63003 -0.202 -0.299 0.235 0.50
H 0.05149 4.95126 2.34923 0.394 -0.246 0.091 0.41
```
Positions in Å, forces in eV/Å.